Record 1
# C3H9N11O

A 2-piece molecular cluster, C3H9N11O overall in a non-equilibrium geometry (ωB97M-V with the def2-TZVPD basis set, the Open Molecules 2025 dataset).

XYZ file:
```
24
Properties=species:S:1:pos:R:3:forces:R:3
C 1.64208 0.36178 -4.43343 0.30 -1.21 0.32
C 1.10589 0.59881 -3.13361 0.38 -1.28 0.90
C -0.72725 2.38333 0.65159 0.23 -0.41 2.45
N 2.13337 -0.25286 -5.27514 -0.16 0.62 -0.02
N 0.36003 1.59229 -2.78386 -0.64 0.93 0.18
N 1.26621 -0.22662 -2.01967 0.60 -0.50 -1.03
N 0.06448 1.38938 -1.48167 1.32 -1.73 0.58
N -0.87566 3.33554 -1.57704 -2.33 2.72 0.08
N -0.51263 2.38183 -0.73160 0.62 -1.77 -2.19
N 0.60232 0.30078 -1.02668 -0.86 0.29 1.84
N -1.03885 1.29693 1.30178 0.50 1.41 -5.73
N 1.18835 -4.02708 0.89773 1.71 2.60 0.88
N -1.21801 1.22878 2.53186 -1.01 -1.73 4.15
N 0.69449 -5.06136 0.45578 -1.99 2.19 -2.16
O 1.15361 -2.92239 0.13783 -0.66 -2.50 -0.26
H -0.54436 3.40383 1.08742 -0.30 -1.06 -0.41
H -0.17879 3.51658 -2.27674 -0.22 0.53 -0.09
H 1.66788 -2.21286 0.57339 -0.04 -0.54 0.70
H -1.65648 0.33818 2.90260 0.97 1.91 -0.55
H -1.88190 3.39705 -1.86041 1.42 -0.37 0.27
H -1.06725 2.02614 3.13103 -0.23 0.04 0.36
H 1.72068 -1.15511 -1.77592 -0.56 1.79 -1.37
H 0.01651 -5.04845 -0.32171 0.59 -0.02 -0.56
H 0.46288 -5.70800 1.15004 0.37 -1.91 1.67
```
Forces are in eV/Å.

Its gap between HOMO and LUMO is 0.1715 Eh. Its total charge is +2. The calculation puts the LUMO energy at -9.42 eV. The electronic energy is -21669.1815 eV.

---

Record 2
# C3H9N2

A 2-piece molecular cluster, C3H9N2 overall in a non-equilibrium geometry (ωB97M-V with the def2-TZVPD basis set, the Open Molecules 2025 dataset).

XYZ file:
```
14
Properties=species:S:1:pos:R:3:forces:R:3
C -1.43578 0.13109 -0.59509 0.15 0.54 -1.72
N -1.94127 -0.16808 0.54497 -0.44 0.37 0.33
H -1.07633 -0.60027 -1.30893 -0.09 -0.44 0.48
H -1.60034 1.08316 -1.07514 -0.05 0.29 0.60
H -2.26183 0.58692 1.13941 -0.29 -0.15 -0.03
H -2.19639 -1.10287 0.83812 0.71 -0.13 0.04
C 1.68585 -1.11356 0.10284 -0.81 -0.60 -0.35
C 1.15328 0.02169 0.53536 2.00 0.43 -0.31
N 0.71830 1.03484 -0.37672 -0.59 -0.54 0.55
H 1.75891 -1.33388 -0.95849 -0.17 0.05 -0.05
H 1.91697 -1.95772 0.73564 0.42 0.37 0.34
H 1.37231 0.35715 1.54345 -0.88 -0.20 0.26
H 1.30254 1.12921 -1.19923 -0.09 -0.08 -0.06
H 0.60379 1.93231 0.07380 0.12 0.09 -0.08
```
Forces are in eV/Å.

Its gap between HOMO and LUMO is 0.3269 Eh. Its total charge is +1. The calculation puts the LUMO energy at -4.41 eV. The electronic energy is -6228.8639 eV.

---

Record 3
# C3H9N2

A 2-piece molecular cluster, C3H9N2 overall in a non-equilibrium geometry (ωB97M-V with the def2-TZVPD basis set, the Open Molecules 2025 dataset).

XYZ file:
```
14
Properties=species:S:1:pos:R:3:forces:R:3
C -0.66768 -0.86366 -0.32659 4.39 -2.96 0.28
N 0.56740 -1.68777 -0.62964 -2.26 1.90 -1.21
H -1.09145 -0.93182 0.69489 0.65 -0.17 -0.86
H -1.29955 -0.82522 -1.13877 -1.40 0.22 -1.56
H 0.88816 -1.80520 -1.63592 -1.24 0.69 1.64
H 0.77609 -2.56738 -0.17661 -0.41 0.48 0.99
C -0.78196 1.28466 -0.37269 -1.29 -1.42 1.00
C 0.46997 0.97348 0.01903 -1.79 -0.54 6.69
N 0.69875 0.62184 1.48286 2.72 1.63 -3.50
H -0.96027 1.49298 -1.37597 -0.21 0.53 -1.65
H -1.71311 1.25066 0.25404 1.37 0.39 -0.26
H 1.30067 0.99762 -0.57717 1.87 -0.18 -1.51
H 1.71419 0.90014 1.69892 -2.06 -0.81 -0.20
H 0.09878 1.15966 2.08362 -0.34 0.23 0.16
```
Forces are in eV/Å.

Its gap between HOMO and LUMO is 0.3540 Eh. Its total charge is +1. The calculation puts the LUMO energy at -4.63 eV. The electronic energy is -6227.1909 eV.

---

Record 4
# C3H9N2

A 2-piece molecular cluster, C3H9N2 overall (ωB97M-V with the def2-TZVPD basis set, the Open Molecules 2025 dataset).

XYZ file:
```
14
Properties=species:S:1:pos:R:3:forces:R:3
N -2.21895 0.53142 2.06923 -0.06 0.15 0.20
C -1.64752 0.09452 0.97559 -0.07 -0.10 0.39
N -0.48031 -0.50098 0.96287 0.05 0.68 -0.38
H -1.73033 0.60312 2.95453 -0.09 -0.22 -0.11
H -3.17467 0.85638 2.06056 0.08 0.08 -0.12
H -2.20650 0.22575 0.05798 0.13 -0.20 -0.15
H 0.03789 -0.56561 0.08691 -0.17 -0.27 0.05
H 0.07435 -0.52075 1.80594 0.08 -0.19 0.07
C 1.52009 0.33054 -1.54859 -0.38 0.15 0.03
C 2.24930 -0.60853 -2.13504 -0.04 0.28 0.41
H 0.81501 0.97033 -2.06849 0.02 -0.16 -0.21
H 1.60386 0.54611 -0.48858 0.40 0.07 0.02
H 2.17251 -0.82558 -3.18916 0.04 -0.01 -0.07
H 2.98524 -1.13672 -1.54375 0.00 -0.24 -0.15
```
Forces are in eV/Å.

Its gap between HOMO and LUMO is 0.3596 Eh. Its total charge is +1. The calculation puts the LUMO energy at -3.95 eV. The electronic energy is -6230.0026 eV.

---

Record 5
# C3H9N2O

An isolated ion of composition C3H9N2O and charge -1 (ωB97M-V with the def2-TZVPD basis set, the Open Molecules 2025 dataset).

XYZ file:
```
15
Properties=species:S:1:pos:R:3:forces:R:3
N -0.09577 -1.95996 -0.15818 0.25 -0.17 0.11
C 0.92311 -0.91911 0.03869 -0.20 0.17 0.16
C 0.43930 0.12586 1.01803 -0.33 0.20 0.44
N -0.85639 0.71243 0.64192 0.13 0.22 -0.58
C -0.78962 1.30768 -0.77263 0.38 -0.11 -0.08
O 0.29272 2.02257 -1.03100 -0.02 0.06 0.04
H -0.96954 -1.47737 -0.33835 -0.06 -0.04 -0.03
H 0.14566 -2.48679 -0.98957 -0.18 0.00 -0.03
H 1.17134 -0.38968 -0.88142 0.18 -0.03 -0.13
H 1.82137 -1.36106 0.48222 0.06 -0.11 -0.23
H 1.21312 0.89443 1.10743 0.10 -0.01 -0.13
H 0.31850 -0.34685 2.00250 0.00 0.01 0.00
H -0.93587 1.57655 1.17096 -0.06 -0.19 0.36
H -0.92988 0.42801 -1.46188 -0.03 -0.03 0.09
H -1.74805 1.87331 -0.82873 -0.21 0.01 0.01
```
Forces are in eV/Å.

Its gap between HOMO and LUMO is 0.2574 Eh. The SMILES is NCCNC[O-]. Its total charge is -1. The calculation puts the LUMO energy at 4.47 eV. The electronic energy is -8284.1937 eV.

---

Record 6
# C3H9N2O

A 2-piece molecular cluster, C3H9N2O overall in a non-equilibrium geometry (ωB97M-V with the def2-TZVPD basis set, the Open Molecules 2025 dataset).

XYZ file:
```
15
Properties=species:S:1:pos:R:3:forces:R:3
C -1.95797 0.23454 -0.60877 -0.51 1.58 0.17
C -1.50443 1.68579 -1.06269 0.70 -0.59 -3.00
C -0.62395 0.59681 -0.72572 3.12 0.67 1.42
N 1.84470 -1.56267 1.31687 0.03 2.64 -0.23
N 0.52438 0.32761 -0.25541 2.53 0.53 -0.26
O -1.45426 2.82138 -0.29347 -2.30 0.67 -1.10
H -2.43600 0.05933 0.28873 -0.67 -0.39 1.99
H -2.34061 -0.28056 -1.39817 -1.29 -1.31 -2.22
H -1.57721 1.81491 -2.21019 -0.34 -0.04 1.90
H 2.76284 -1.05828 1.37686 -0.79 -1.07 0.09
H 1.90901 -2.38769 0.73798 0.17 -0.38 0.14
H 1.49268 -1.74253 2.27651 0.21 0.01 -0.95
H 1.32794 1.03021 -0.49301 -2.32 -1.07 0.46
H 1.20461 -0.74147 0.67790 -0.24 -0.86 0.39
H -2.26872 3.31147 -0.64314 1.70 -0.37 1.22
```
Forces are in eV/Å.

Its gap between HOMO and LUMO is 0.3823 Eh. Its total charge is +1. The calculation puts the LUMO energy at -3.32 eV. The electronic energy is -8275.6885 eV.

---

Record 7
# C3H9N2O

A 2-piece molecular cluster, C3H9N2O overall in a non-equilibrium geometry (ωB97M-V with the def2-TZVPD basis set, the Open Molecules 2025 dataset).

XYZ file:
```
15
Properties=species:S:1:pos:R:3:forces:R:3
C -0.75866 -0.43194 -0.61544 -3.52 -3.06 -1.21
C -0.93441 1.64931 0.56708 -0.59 -0.66 -0.65
C 3.03096 -1.09807 0.22753 0.39 -0.16 -0.74
N -0.18296 0.47416 0.04517 0.46 3.25 1.07
N -2.14957 -0.65218 -0.66564 5.06 -1.36 -1.69
O 2.01091 -0.90659 -0.40541 0.72 0.11 0.66
H -1.55265 1.36834 1.37652 -0.31 -0.55 1.36
H -0.37429 2.53422 0.87149 0.40 -0.50 -0.49
H -1.67565 1.84706 -0.19318 0.08 0.83 -0.46
H 3.67599 -0.22677 0.57991 -0.65 -1.02 -0.12
H 3.38108 -2.16234 0.35396 -0.04 0.95 0.25
H 0.82811 0.56295 0.00723 0.01 -0.53 -0.33
H -2.39708 -1.62196 -0.87677 -0.06 0.75 -0.11
H -2.71573 -0.17232 -0.07056 -1.96 1.48 1.91
H -0.18604 -1.16387 -1.20189 0.00 0.46 0.55
```
Forces are in eV/Å.

Its gap between HOMO and LUMO is 0.4075 Eh. Its total charge is +1. The calculation puts the LUMO energy at -3.36 eV. The electronic energy is -8277.2803 eV.